37
Properties=species:S:1:pos:R:3 method="wB97M-V/def2-TZVPD" gap_ev=6.656 e_lumo_ev=2.3 charge=-1
H -2.56715 -3.05171 4.92270
H 1.21895 1.26987 -0.07056
H -1.03376 -3.45896 5.73616
H -3.17720 -0.32778 -1.63053
H 2.12772 2.24784 -3.62342
H -1.42103 -1.12673 1.80258
C -1.54442 -2.71838 5.11614
C -1.77125 -1.35243 2.81250
C -1.61234 -1.16729 -3.06095
H -0.18541 1.05606 -5.67245
H -1.27086 -2.27058 -3.35109
S -0.64156 -2.55308 3.55734
H 2.74060 1.52333 3.49792
C 0.61030 0.79179 -4.84746
H -3.91265 -1.00381 -3.45812
H -1.77387 -0.43576 3.40675
H 2.16483 3.92184 -5.12979
H 1.29711 1.89093 4.47593
H -1.03703 1.69844 -2.54791
H -2.77986 -1.76947 2.76079
H -1.55450 -1.75773 5.63605
C 1.66024 1.38324 3.57932
H 1.28768 -0.12849 -5.19296
H 2.69614 1.17119 0.92119
N 1.53249 3.21517 -5.57922
C 2.32771 -0.20026 -2.30459
H 1.42343 0.31861 3.64554
O 0.98824 -0.02807 -1.65081
C 1.61436 1.01953 0.91668
O -0.60902 1.75072 2.21182
N 3.56676 0.10720 -2.62939
O -0.79623 -3.84320 2.80736
C -3.03847 -0.82521 -2.69280
S 0.84547 2.11089 2.13737
C 1.49534 2.18506 -4.63235
H 1.38012 -0.02296 1.14661
Al -0.25086 0.38022 -3.01632

---

41
Properties=species:S:1:pos:R:3 method="wB97M-V/def2-TZVPD" gap_ev=9.486 e_lumo_ev=-0.4
H -0.94394 -0.61612 4.84042
H 4.74721 2.81185 -2.42112
H 2.68549 0.34159 1.00574
H 2.18142 2.05719 2.21919
C 4.20298 0.80270 -3.26083
H -3.83042 0.19236 -1.96747
C -0.77666 -1.16547 0.65921
H -3.40035 2.13911 -0.85400
H 4.30045 1.18972 -5.23216
O 3.53707 0.00955 -2.26261
H -3.90894 0.83126 0.21519
Br -1.17546 -0.87858 7.25891
H 1.93796 0.69406 3.31938
H -4.45091 -1.62055 1.17077
H 3.60341 2.81771 -3.69128
H 3.92113 -0.49658 -4.95219
O -4.59596 0.73158 -1.73283
H 0.27092 -0.93913 0.52911
C -4.51381 -2.56580 0.57059
C 3.87650 2.25692 -2.81162
H -5.56724 -1.83447 -0.88852
C 3.67982 0.52060 -4.64338
O -5.60929 -2.56808 -0.24608
H 5.23541 0.52636 -3.12358
Br -1.33473 0.21257 1.86123
O 1.86773 0.30580 -0.79842
C -1.17654 -1.49489 5.41084
H -3.59077 -2.69232 0.02958
Br -2.87321 -1.91888 4.65933
O 2.85478 2.09121 -1.85537
C 2.66242 0.73120 -1.55470
H 2.57948 0.70412 -4.79748
O 3.31816 0.44901 1.73806
Br -0.87047 -3.00518 1.28995
C -4.21742 1.49582 -0.60987
H -5.06151 2.05905 -0.22418
Br 0.24307 -2.71011 4.99782
H -4.66308 -3.36069 1.32419
Br -1.27392 -0.93499 -1.22261
H 3.43982 1.60360 3.37927
C 2.68938 1.22693 2.67153

---

40
Properties=species:S:1:pos:R:3 method="wB97M-V/def2-TZVPD" gap_ev=2.810 e_lumo_ev=-8.6 charge=+1
Cl -3.09388 0.27975 -1.71621
H -0.87204 1.01601 -0.38419
C 0.41824 1.17090 -2.60332
H 0.27596 0.21678 2.36333
C 1.36943 1.25415 0.41579
C 0.66167 -0.12450 -1.87043
C -2.76281 -0.64916 -0.19846
O 1.18337 -2.82196 -0.54989
H 1.73102 4.49394 0.66533
H 1.98299 1.49918 -0.43520
H -4.22641 -1.63484 1.01371
H 0.22723 4.32866 -0.15367
H 0.26011 2.01091 -1.95350
H -2.77412 0.09464 0.57823
O 2.85919 -1.39369 0.45837
H -0.31968 2.49040 1.01994
H 2.02183 0.86933 1.18823
H -1.00267 -0.79519 2.03472
C -3.87328 -1.68695 -0.00300
H 1.25217 1.33902 -3.26102
H -1.38140 -2.14109 0.35055
P 0.01816 -0.04262 -0.02979
F 1.57181 -1.90386 3.08797
H 1.59664 3.54215 -0.81698
H -3.48038 -2.67368 -0.17044
C 0.75647 2.55720 0.94180
F 2.04912 -0.38741 -1.92407
H -1.36926 -1.73061 -1.32959
H -0.46654 1.04684 -3.20193
S 1.43078 -1.82154 0.44220
C 1.12605 3.79602 0.11647
N -0.46046 -0.00739 1.71124
F 0.00350 -3.16377 2.22700
F 2.10233 -3.75279 2.01132
C 1.23780 -2.72155 2.07948
Cd 4.69526 -1.53574 -0.58736
H 1.11118 2.71337 1.94733
H -4.67524 -1.49724 -0.68653
H 0.22169 -0.93067 -2.43692
C -1.40584 -1.30297 -0.34050

---

48
Properties=species:S:1:pos:R:3 method="wB97M-V/def2-TZVPD" gap_ev=10.555 e_lumo_ev=0.3 smiles="C[C@H](O)CONS(=O)(=O)F.ClCCl.ClCCl.ClCCl.ClCCl.ClCCl.ClCCl" e_above_lowest_kcal_mol=10.63
H 1.02659 -1.56948 -7.21023
N -0.42419 1.51577 1.17710
H 3.18862 2.49933 -0.23707
Cl 3.48493 -2.01333 5.15457
H -0.09919 -1.95701 -5.88960
H -0.82722 0.97577 0.40355
Cl -0.85698 0.84451 -4.31440
C 2.95415 2.55103 1.70830
H -3.46857 -0.54371 -8.49392
O -0.67453 3.92590 2.05087
C -4.52973 -0.58086 -8.71011
Cl -4.74736 -0.94302 -10.42667
O 0.92358 1.64804 0.87122
H 3.71485 2.50080 2.49016
Cl -5.27103 -1.81514 -7.68490
C 0.00057 -1.81235 -6.95957
C 1.32526 -3.74712 8.04961
H 1.59624 -1.76916 3.77556
Cl -1.03460 -0.46283 -7.44474
H 1.18304 -1.68659 5.50002
Cl -1.01960 -3.91341 1.19521
H 1.80659 4.28600 2.24123
H 2.11210 0.72261 2.32738
H 3.44278 4.66983 1.72915
C 1.89089 -1.37599 4.74309
H 0.43358 1.23222 -2.38444
Cl -0.45065 -3.30735 -7.78360
H 0.83063 -4.43691 8.72327
C 2.58231 4.03320 1.51763
C 1.72174 1.69910 2.06621
F -2.62590 2.64084 1.52567
H -3.31666 -3.57374 1.57129
H 0.95088 -2.74139 8.20535
S -1.18349 3.03291 1.08643
Cl 0.97167 -4.23547 6.38379
C -0.62895 1.20256 -2.59932
O -1.19923 3.55261 -0.23320
Cl -1.38274 -0.03487 -1.57309
C -2.61869 -3.27500 0.79789
O 3.48177 1.97684 0.51845
Cl -2.60694 -1.50931 0.69481
H -1.08080 2.16248 -2.37528
H 1.16976 2.09233 2.91555
H -4.99173 0.37564 -8.49411
H 2.22197 4.21682 0.50279
Cl 1.89467 0.39319 4.65898
Cl 3.05719 -3.76960 8.38937
H -2.92756 -3.67667 -0.16024

---

Max |F| / eV Å⁻¹: 11.3 3.1 4.6 1.7